{
  "formula": "C3H5NO3",
  "method": "ωB97M-V/def2-TZVPD",
  "species": ["C", "N", "C", "C", "O", "O", "O", "H", "H", "H", "H", "H"],
  "positions_angstrom": [[-1.32831, 0.35429, 1.42591], [-0.36502, -0.45660, 0.81334], [0.71299, 0.21681, 0.10272], [0.67789, 0.08735, -1.39225], [-0.18711, -0.85048, -1.85495], [1.39395, 0.71447, -2.11495], [-2.32620, -0.09653, 1.90364], [-1.10491, 1.43304, 1.50588], [-0.10702, -1.16087, 1.49068], [1.66586, -0.28835, 0.29802], [0.70416, 1.24792, 0.45733], [0.26371, -1.20105, -2.63537]],
  "forces_ev_per_angstrom": [[0.119, -0.308, -0.166], [0.052, 0.731, 0.431], [-0.390, -0.700, 0.864], [-0.891, 0.248, -0.379], [0.742, -0.237, 0.432], [0.452, 0.081, -0.112], [-0.395, -0.123, 0.451], [0.097, 0.092, -0.489], [0.035, -0.476, -0.519], [0.015, 0.403, 0.487], [0.629, 0.156, -0.545], [-0.464, 0.134, -0.457]],
  "lowdin_charge": [-0.343, 0.021, -0.106, -0.522, 0.105, 0.118, 0.061, 0.133, 0.139, 0.144, 0.124, 0.126],
  "e_tot_ha": -397.790933,
  "smiles": "O=CNCC(=O)O",
  "charge": 0,
  "molar_mass_g_mol": 103.1,
  "e_homo_ev": -10.2
}


{
  "formula": "C3H5NO3",
  "method": "ωB97M-V/def2-TZVPD",
  "species": ["N", "C", "O", "C", "O", "C", "O", "H", "H", "H", "H", "H"],
  "positions_angstrom": [[0.08403, -0.10703, 1.80951], [-0.42979, -0.48571, 0.57364], [-1.31118, 0.42019, -0.00946], [-0.19698, -1.61162, -0.09501], [0.35847, 0.32012, -2.11912], [0.30665, 1.30934, -1.45415], [-0.53312, 1.58125, -0.42114], [1.05858, -0.33322, 1.94688], [-0.14644, 0.83125, 2.10013], [0.44660, -2.38770, 0.29973], [-0.61481, -1.71565, -1.08618], [0.97797, 2.17878, -1.54482]],
  "forces_ev_per_angstrom": [[0.038, 0.090, -0.055], [0.205, -0.354, -0.194], [0.089, 0.053, -0.140], [-0.064, 0.037, 0.157], [-0.134, 0.615, 0.186], [0.107, -0.327, -0.311], [0.172, -0.116, 0.210], [-0.142, 0.046, 0.018], [0.002, -0.068, -0.095], [-0.216, -0.002, 0.119], [0.121, -0.020, 0.144], [-0.176, 0.045, -0.038]],
  "lowdin_charge": [0.123, -0.482, 0.005, 0.081, 0.098, -0.319, 0.012, 0.097, 0.094, 0.070, 0.071, 0.151],
  "e_tot_ha": -397.668761,
  "smiles": "C=C(N)OOC=O",
  "charge": 0,
  "molar_mass_g_mol": 103.1,
  "e_homo_ev": -8.7
}


{
  "formula": "C3H5NO3",
  "method": "ωB97M-V/def2-TZVPD",
  "species": ["C", "C", "C", "O", "O", "N", "O", "H", "H", "H", "H", "H"],
  "positions_angstrom": [[1.78197, -0.20176, 0.07803], [-0.69782, 0.54410, -0.11061], [0.31762, -0.50396, 0.05197], [-2.55318, -0.81205, 0.23740], [-0.29987, 1.77814, -0.46731], [-1.91591, 0.14946, -0.51275], [-0.14688, -1.66406, 0.06900], [-1.86480, -1.24655, 0.79193], [-1.06968, 2.36693, -0.40810], [2.21310, -0.38765, -0.90816], [1.96855, 0.83311, 0.37023], [2.26691, -0.85569, 0.80838]],
  "forces_ev_per_angstrom": [[0.078, 0.217, 0.337], [-2.487, -1.261, -2.080], [-0.916, -2.558, 0.559], [0.927, -0.196, -0.703], [0.111, 0.335, -0.014], [0.763, 2.241, 2.455], [1.920, 1.614, 0.553], [-0.396, -0.056, -0.545], [0.189, -0.237, -0.191], [-0.035, 0.018, 0.057], [-0.040, -0.058, -0.196], [-0.114, -0.058, -0.232]],
  "lowdin_charge": [0.007, -0.329, -0.340, -0.030, 0.075, 0.075, 0.043, 0.092, 0.125, 0.102, 0.084, 0.095],
  "e_tot_ha": -397.686451,
  "smiles": "CC(=O)/C(O)=N\\O",
  "charge": 0,
  "molar_mass_g_mol": 103.1,
  "e_homo_ev": [-9.1, -9.1]
}


{
  "formula": "C3H5NO3",
  "method": "ωB97M-V/def2-TZVPD",
  "species": ["C", "C", "C", "H", "H", "H", "H", "H", "N", "O", "O", "O"],
  "positions_angstrom": [[-1.01668, -0.12586, 0.27783], [0.00168, 0.87138, -0.38135], [0.30430, -1.01667, 0.34098], [-2.82355, -0.33211, -0.46907], [-1.34718, 0.31329, 1.25876], [-0.34323, 1.18541, -1.36881], [0.19944, 1.66099, 0.46005], [2.99264, 0.18346, -0.39501], [1.00581, -0.24108, -0.50896], [-1.94965, -0.92128, -0.40449], [2.15516, 0.35660, 0.22273], [0.82125, -1.93411, 0.96733]],
  "forces_ev_per_angstrom": [[1.722, -1.253, 1.121], [-1.957, -0.108, -0.051], [0.583, -3.194, 3.658], [2.651, -2.120, 0.025], [-0.029, -0.917, -0.768], [0.369, 0.751, 0.279], [0.208, -1.331, -2.141], [-2.732, 0.374, 1.958], [1.821, 4.913, 0.058], [-3.224, 3.157, -0.284], [2.651, -1.751, -2.952], [-2.064, 1.479, -0.902]],
  "lowdin_charge": [-0.270, -0.072, -0.404, 0.167, 0.154, 0.115, 0.160, 0.165, -0.037, -0.036, -0.060, 0.117],
  "e_tot_ha": -397.648842,
  "charge": 0,
  "molar_mass_g_mol": 103.1,
  "e_homo_ev": -10.0
}


{
  "formula": "C3H5NO3",
  "method": "ωB97M-V/def2-TZVPD",
  "species": ["N", "C", "O", "C", "O", "C", "O", "H", "H", "H", "H", "H"],
  "positions_angstrom": [[-1.16746, -1.08901, 0.12609], [-0.72194, -0.27603, 1.11820], [-0.98525, -0.42176, 2.29976], [0.14028, 0.90047, 0.63625], [1.43823, 0.46809, 0.11281], [1.47612, 0.16967, -1.15837], [0.48534, 0.16306, -1.93100], [-0.94083, -0.90638, -0.84501], [-1.73288, -1.88883, 0.37540], [-0.38047, 1.49063, -0.12409], [0.39655, 1.51273, 1.49754], [1.99229, -0.12263, -2.10758]],
  "forces_ev_per_angstrom": [[-0.007, -0.045, 0.102], [-0.088, -0.143, 0.069], [0.148, 0.116, -0.603], [0.051, 0.088, 0.089], [0.588, -0.235, -0.229], [-2.508, -0.342, -3.940], [-1.795, 0.673, 1.994], [-0.028, 0.038, 0.265], [0.136, 0.203, -0.012], [0.105, -0.153, 0.107], [-0.053, -0.114, -0.081], [3.451, -0.084, 2.240]],
  "lowdin_charge": [0.178, -0.507, 0.058, -0.044, 0.021, -0.307, -0.032, 0.080, 0.118, 0.130, 0.134, 0.170],
  "e_tot_ha": -397.738917,
  "smiles": "NC(=O)COC=O",
  "charge": 0,
  "molar_mass_g_mol": 103.1,
  "e_homo_ev": -10.2
}


{
  "formula": "C3H5NO3",
  "method": "ωB97M-V/def2-TZVPD",
  "species": ["C", "C", "C", "N", "O", "O", "O", "H", "H", "H", "H", "H"],
  "positions_angstrom": [[-1.21757, -0.34715, 1.00797], [-0.14637, 0.63476, 0.59349], [0.62574, 0.55833, -0.68692], [0.56438, 1.34309, 1.67072], [-0.11404, 1.48430, 2.64108], [1.72245, 1.70582, 1.55462], [-1.52934, 0.94657, 0.47863], [-1.45509, -1.17932, 0.31032], [-1.72307, -0.57181, 2.07252], [0.64979, -0.38641, -0.97125], [1.68134, 0.97391, -0.57412], [0.03163, 1.13132, -1.41123]],
  "forces_ev_per_angstrom": [[-1.508, -0.441, 1.088], [-1.107, -1.056, -0.652], [0.628, 4.504, 1.120], [0.188, 0.282, 0.489], [-0.414, 0.598, 1.654], [-0.418, -0.286, -0.333], [0.979, -0.133, 0.262], [0.484, 0.617, 0.299], [1.961, 0.860, -2.184], [0.348, -4.343, -1.560], [-1.606, -0.566, -0.193], [0.464, -0.037, 0.010]],
  "lowdin_charge": [-0.044, -0.394, 0.028, -0.333, 0.112, 0.086, 0.006, 0.118, 0.166, 0.029, 0.118, 0.109],
  "e_tot_ha": -397.620037,
  "smiles": "C[C@]1([N+](=O)[O-])CO1",
  "charge": 0,
  "molar_mass_g_mol": 103.1,
  "e_homo_ev": -11.1
}


{
  "formula": "C3H5NO3",
  "method": "ωB97M-V/def2-TZVPD",
  "species": ["C", "C", "N", "C", "O", "O", "O", "H", "H", "H", "H", "H"],
  "positions_angstrom": [[0.16751, 0.35895, -1.20621], [0.57620, 0.57860, 0.17740], [-0.70664, -1.70002, 0.63814], [0.25845, 1.31077, 1.20842], [0.33022, -1.12908, -0.11397], [1.11743, -0.02165, -2.09287], [-0.84153, 1.01238, -1.51289], [0.88250, -0.91079, -2.39827], [-1.56143, -1.18847, 0.40590], [-0.47469, -1.56379, 1.62241], [0.46983, 0.98464, 2.21867], [-0.21786, 2.26846, 1.05326]],
  "forces_ev_per_angstrom": [[-0.921, 5.727, -0.679], [-1.342, -2.837, -1.420], [0.043, 0.121, -0.003], [0.602, -0.673, 0.522], [0.902, 0.473, 2.262], [-0.223, -0.872, -0.079], [0.683, -2.291, -0.307], [0.220, 0.155, -0.182], [0.116, 0.053, 0.207], [-0.219, -0.016, -0.225], [-0.385, -0.140, 0.077], [0.525, 0.299, -0.172]],
  "lowdin_charge": [-0.619, 0.008, 0.035, 0.088, -0.173, 0.101, 0.081, 0.129, 0.094, 0.084, 0.079, 0.094],
  "e_tot_ha": -397.590457,
  "charge": 0,
  "molar_mass_g_mol": 103.1,
  "e_homo_ev": -9.3
}


{
  "formula": "C3H5NO3",
  "method": "ωB97M-V/def2-TZVPD",
  "species": ["N", "C", "O", "C", "O", "C", "O", "H", "H", "H", "H", "H"],
  "positions_angstrom": [[0.13915, 0.87222, 1.34395], [0.67411, -0.31543, 0.93652], [1.73611, -0.74885, 1.32641], [-0.26835, -1.11733, 0.03397], [-1.04690, -0.27805, -0.83964], [-0.35817, 0.53498, -1.66320], [0.83806, 0.59109, -1.73292], [0.74605, 1.52522, 1.81437], [-0.65848, 1.25043, 0.86608], [0.28098, -1.88680, -0.51521], [-1.01853, -1.59192, 0.66945], [-1.06403, 1.16446, -2.23977]],
  "forces_ev_per_angstrom": [[0.195, 0.062, 0.048], [0.052, 0.038, 0.124], [-0.369, 0.004, -0.167], [0.042, -0.035, 0.074], [-0.040, 0.104, -0.114], [0.334, 0.040, -0.074], [-0.524, -0.063, -0.052], [0.001, -0.134, -0.002], [-0.043, -0.007, 0.042], [0.023, 0.327, 0.033], [0.117, -0.053, -0.061], [0.212, -0.283, 0.148]],
  "lowdin_charge": [0.174, -0.533, 0.074, -0.071, -0.045, -0.344, 0.100, 0.118, 0.095, 0.141, 0.138, 0.153],
  "e_tot_ha": -397.809122,
  "smiles": "NC(=O)COC=O",
  "charge": 0,
  "molar_mass_g_mol": 103.1,
  "e_homo_ev": -10.1
}